(P)
# C5H13N2O

A gas-phase ion, C5H13N2O (charge +1) (wB97M-V/def2-TZVPD, the OMol25 dataset).

The geometry in XYZ format:
```
21
Properties=species:S:1:pos:R:3
O 0.1152 1.2487 1.6476
N 0.3542 1.5456 -0.8911
N -0.0832 -0.9721 1.7816
C -0.0134 0.1546 -0.4313
C 1.8034 1.7053 -1.0674
C -0.0257 0.1769 1.0746
C -0.6201 -2.2580 1.4058
C -1.3844 -0.2177 -1.0120
H 0.0351 -2.8136 0.7282
H 2.4091 1.8036 -0.1720
H -1.2996 -0.6927 -1.9903
H -0.1929 1.7500 -1.7231
H 0.7644 -0.5347 -0.7533
H -2.1342 0.5688 -0.9603
H 1.9454 2.6038 -1.6675
H -0.0965 -0.7805 2.7741
H 2.2447 0.9028 -1.6467
H 0.0363 2.1435 -0.1081
H -1.7210 -1.0713 -0.4372
H -0.4573 -2.9004 2.2728
H -1.6793 -2.3627 1.1756
```

Values from the calculation:
LUMO level   -2.92 eV
SMILES   CNC(=O)[C@@H](C)[NH2+]C
Net charge   +1
Gap between HOMO and LUMO   11.1 eV


(Q)
# C5H13N2O

2 unconnected molecules or ions with the total composition C5H13N2O (wB97M-V/def2-TZVPD, the OMol25 dataset).

The geometry in XYZ format:
```
21
Properties=species:S:1:pos:R:3
O 0.3082 -2.1362 0.7227
N -1.7428 -0.2862 1.0057
N 1.9901 -0.4872 -0.7512
C -1.3984 0.6629 0.0322
C 1.6911 0.5956 -1.7718
C -0.1040 0.9640 -0.0772
C -2.1303 -0.0776 2.1806
C 0.5513 1.5220 -1.2934
H 1.4435 0.0956 -2.6900
H -0.5415 -1.7984 0.3692
H -0.1849 1.6080 -2.0850
H -2.5237 0.8761 2.5567
H 0.1233 -3.0736 0.8607
H 2.2369 -0.0470 0.1471
H 2.6341 1.1084 -1.9019
H 2.7957 -1.0459 -1.0198
H 0.9615 2.5247 -1.1477
H -2.2303 -0.8901 2.8941
H -2.1302 0.7717 -0.7604
H 0.4566 0.7721 0.8394
H 1.1780 -1.1009 -0.5370
```

Values from the calculation:
LUMO level   -3.08 eV
Net charge   +1
Gap between HOMO and LUMO   9.4 eV


Decreasing stability: (P), (Q)


(P)
# C5H13N2O

A gas-phase ion, C5H13N2O (charge +1) (wB97M-V/def2-TZVPD, the OMol25 dataset).

The geometry in XYZ format:
```
21
Properties=species:S:1:pos:R:3
O -1.4096 0.7056 1.4844
N -1.6410 -1.7855 2.0045
N 0.0458 0.6011 -0.1567
C -0.9468 -1.5379 0.7680
C 0.2082 2.0300 -0.1229
C -0.6076 -0.0255 0.7611
C 0.9216 -0.2813 -1.0651
C 1.8251 0.5095 -1.9904
H 0.2836 2.5431 0.8225
H 1.1721 0.9590 -2.7400
H 0.1931 -0.8358 -1.5855
H -1.1654 -2.1147 2.8375
H 2.4558 1.2744 -1.5622
H -1.5924 -1.6723 -0.0808
H -0.6795 2.5140 -0.5548
H 0.0137 -2.0470 0.6979
H 1.5779 -0.8045 -0.3749
H 1.0303 2.4049 -0.7032
H 2.5257 -0.1492 -2.5035
H -2.4249 -2.4141 1.8747
H -1.7857 0.1263 2.1895
```

Values from the calculation:
LUMO level   -3.52 eV
SMILES   CC/[N+](C)=C(/O)CN
Net charge   +1
Gap between HOMO and LUMO   11.1 eV


(Q)
# C5H13N2O

A gas-phase ion, C5H13N2O (charge +1) (wB97M-V/def2-TZVPD, the OMol25 dataset).

The geometry in XYZ format:
```
21
Properties=species:S:1:pos:R:3
O -0.4575 -1.1903 3.0543
N -0.6972 0.8064 0.5944
N 0.3588 -1.1045 -1.0099
C -0.3464 0.9385 2.0023
C -1.0565 -0.2079 2.7233
C 1.1955 0.0616 -0.6853
C -0.0897 -1.2182 -2.4165
C 0.3473 1.2753 -0.3569
H -2.1539 -0.1168 2.8149
H -0.4613 1.9164 2.4730
H 0.6982 0.6550 2.1368
H -1.5819 1.2581 0.3847
H 0.9843 2.0183 0.1128
H 0.8604 -1.9527 -0.7497
H -0.7688 -2.0488 -2.5450
H 1.8115 -0.2041 0.1649
H -0.2377 1.6421 -1.1930
H -0.4359 -1.0808 -0.3510
H 0.7559 -1.3008 -3.0828
H -0.7140 -0.3609 -2.6512
H 1.9890 0.2141 -1.4200
```

Values from the calculation:
LUMO level   -3.06 eV
SMILES   C[NH2+]CCNCC=O
Net charge   +1
Gap between HOMO and LUMO   10.1 eV


Decreasing stability: (P), (Q)


(P)
# C5H13N2O

A gas-phase ion, C5H13N2O (charge +1) (wB97M-V/def2-TZVPD, the OMol25 dataset).

The geometry in XYZ format:
```
21
Properties=species:S:1:pos:R:3
O -0.7247 -2.4490 -0.3285
N -0.3852 0.1765 -1.3944
N 0.4655 2.9608 -1.3142
C -0.1971 0.1857 1.1252
C 0.2714 2.2575 -0.1812
C -0.1547 0.9488 -0.1298
C -0.0327 -2.3791 0.9601
C 0.6803 -1.1261 1.1630
H -0.4632 -0.8649 -1.1828
H -1.2041 0.4225 -1.8757
H 1.3137 -1.2172 2.0345
H 0.3841 0.2799 -2.1196
H 0.0725 0.8704 2.0004
H 1.4157 -0.8589 0.3251
H 0.7611 2.6732 -2.1994
H 0.5563 4.0021 -1.3213
H -0.8552 -2.5240 1.7085
H -1.5398 -2.8527 -0.2882
H 0.5780 -3.2142 0.9937
H 0.3379 2.7542 0.7426
H -1.2799 -0.0453 1.2822
```

Values from the calculation:
LUMO level   -3.18 eV
SMILES   N/C=C(\[NH3+])CCCO
Net charge   +1
Gap between HOMO and LUMO   9.2 eV


(Q)
# C5H13N2O

A gas-phase ion, C5H13N2O (charge +1) (wB97M-V/def2-TZVPD, the OMol25 dataset).

The geometry in XYZ format:
```
21
Properties=species:S:1:pos:R:3
O 0.1065 -3.0350 0.5189
N -1.2087 -0.6414 -0.0741
N -0.8150 1.9712 -0.4248
C 1.2393 -0.9109 0.3083
C -0.5434 3.1219 -1.3103
C 1.1335 -2.4155 0.3813
C 0.0132 -0.1130 0.6472
C 0.3348 1.3951 0.2431
H 1.2190 1.4588 -0.3956
H 2.0775 -0.4530 0.8707
H 2.0853 -2.9623 0.4916
H -1.5144 2.2107 0.2681
H -0.4275 2.6823 -2.2989
H -1.3126 -0.2230 -1.0055
H -2.0685 -0.4017 0.4160
H -1.3821 3.7915 -1.2807
H -1.1084 -1.6650 -0.1389
H -0.2740 -0.1688 1.7042
H 1.6231 -0.6352 -0.6912
H 0.5207 1.8899 1.2248
H 0.3308 3.7423 -1.0749
```

Values from the calculation:
LUMO level   -3.20 eV
SMILES   CNC[C@@H]([NH3+])CC=O
Net charge   +1
Gap between HOMO and LUMO   10.1 eV


Decreasing stability: (Q), (P)